(1)
The following is a quantum chemistry calculation of a cluster of 2 separate species, C5H5NS in total in a non-equilibrium geometry, from OMol25.

Values from the calculation:
highest occupied orbital energy (alpha / beta): -10.110 / -7.506 eV
M: 111.17 g/mol
maximum force: 1.60 eV Å⁻¹
energy above the lowest of the compared OMol25 structures with the same formula, charge and spin: 160.3 kcal/mol
E_LUMO (alpha / beta): -0.694 / -2.344 eV

The geometry in ORCA input format:
```
! wB97M-V def2-TZVPD RIJCOSX def2/J DEFGRID3
* xyz 0 1
C 1.65593 1.09502 2.30134
C 0.54419 1.45618 2.03802
C -0.21349 -1.05322 -0.99706
C 0.26682 -0.09296 -1.78600
C -1.16909 -0.52461 0.02223
N -1.31313 0.88004 -0.14606
S -0.42471 1.45268 -1.32720
H 2.62919 0.76992 2.56897
H 0.04189 -2.09487 -1.05155
H 0.96033 -0.15734 -2.59844
H -2.16062 -0.99312 -0.06281
H -0.81732 -0.73772 1.03856
*
```

Atom charges from the Mulliken analysis, given in e for atoms 1 to 6: C 0.04; C -0.65; C -0.37; C -0.27; C -0.34; N -0.28

---

(2)
The following is a quantum chemistry calculation of the molecule C5H5NS in a non-equilibrium geometry, from OMol25.

Values from the calculation:
highest occupied orbital energy: -8.696 eV
M: 111.17 g/mol
maximum force: 4.77 eV Å⁻¹
structure (SMILES): S/C=C1\C=CC=N1
energy above the lowest of the compared OMol25 structures with the same formula, charge and spin: 51.4 kcal/mol
E_LUMO: -0.865 eV

The geometry in ORCA input format:
```
! wB97M-V def2-TZVPD RIJCOSX def2/J DEFGRID3
* xyz 0 1
C 1.26206 -0.19049 0.45658
C 0.17807 0.25609 -0.28252
C -1.24282 0.07113 -0.10400
C -1.72922 0.44353 -1.42636
C -0.55985 1.05351 -2.04560
H -0.52832 -0.66949 1.75039
H 2.32066 -0.21486 0.25800
H -1.72309 -0.54250 0.65498
H -2.80800 0.41687 -1.80810
H -0.63846 1.48994 -3.10618
N 0.50169 0.94286 -1.37801
S 0.77600 -1.05516 2.01927
*
```

Atom charges from the Mulliken analysis, given in e for atoms 1 to 6: C 0.10; C 0.35; C -0.66; C -0.39; C -0.14; H 0.11

---

(3)
The following is a quantum chemistry calculation of the molecule C5H5NS in a non-equilibrium geometry, from OMol25.

Values from the calculation:
highest occupied orbital energy (alpha / beta): -7.914 / -7.912 eV
M: 111.17 g/mol
maximum force: 5.65 eV Å⁻¹
energy above the lowest of the compared OMol25 structures with the same formula, charge and spin: 131.1 kcal/mol
E_LUMO (alpha / beta): -0.351 / -0.353 eV

The geometry in ORCA input format:
```
! wB97M-V def2-TZVPD RIJCOSX def2/J DEFGRID3
* xyz 0 1
C 0.81078 1.97986 -0.07916
C -0.40412 1.54386 -0.09956
C 0.79319 -1.39782 0.19751
C -1.47355 0.83290 -0.00082
C -0.08005 -2.31189 -0.06923
N 1.91261 1.21143 0.14759
S 1.98865 -0.32353 -0.13093
H 1.04051 3.03623 0.08368
H -1.73874 0.23887 -0.87053
H -1.96685 0.79118 0.90530
H -0.32103 -3.03396 0.83470
H -0.56140 -2.56714 -0.91857
*
```

Atom charges from the Mulliken analysis, given in e for atoms 1 to 6: C -0.14; C 0.10; C -0.05; C -0.69; C -0.35; N -0.36

---

(4)
The following is a quantum chemistry calculation of a cluster of 2 separate species, C5H5NS2 in total in a non-equilibrium geometry, from OMol25.

Values from the calculation:
highest occupied orbital energy (alpha / beta): -7.369 / -8.175 eV
M: 143.24 g/mol
maximum force: 2.24 eV Å⁻¹
energy above the lowest of the compared OMol25 structures with the same formula, charge and spin: 84.8 kcal/mol
E_LUMO (alpha / beta): -0.641 / -0.517 eV

The geometry in ORCA input format:
```
! wB97M-V def2-TZVPD RIJCOSX def2/J DEFGRID3
* xyz 0 1
C 2.25090 1.10718 0.61439
C 2.60926 -0.77325 -0.83568
C 1.19956 0.78913 -0.23429
C -0.02050 1.45355 -0.21139
C -2.15198 -0.38469 0.14820
N 1.44730 -0.29486 -1.03306
S -0.62630 2.90041 -0.12556
S 3.54659 0.01138 0.41335
H 2.28555 1.88814 1.34465
H 3.00588 -1.60690 -1.37745
H -1.77058 -1.14137 -0.49954
H -2.89600 0.29318 -0.20135
H -1.94497 -0.44454 1.20025
*
```

Atom charges from the Mulliken analysis, given in e for atoms 1 to 6: C -0.26; C 0.00; C 0.46; C -0.26; C -0.96; N -0.46

---

(5)
The following is a quantum chemistry calculation of a cluster of 2 separate species, C5H5O4P in total in a non-equilibrium geometry, from OMol25.

Values from the calculation:
highest occupied orbital energy: 0.158 eV
M: 160.07 g/mol
maximum force: 5.12 eV Å⁻¹
energy above the lowest of the compared OMol25 structures with the same formula, charge and spin: 34.2 kcal/mol
E_LUMO: 6.240 eV

The geometry in ORCA input format:
```
! wB97M-V def2-TZVPD RIJCOSX def2/J DEFGRID3
* xyz -2 1
C -0.48272 0.57015 -2.30493
C -1.97334 0.40748 -0.69227
C 0.15741 0.33021 -1.17432
C -0.79916 0.25296 -0.02749
C 1.65944 0.27209 -0.98172
O -1.13952 -0.83596 4.24856
O 0.53078 -2.20331 2.75278
O 1.02290 0.16328 3.70299
O -1.91543 0.59004 -2.07920
P 0.11490 -0.96599 3.44124
H -0.36209 0.44372 -3.46960
H -2.98926 0.27471 -0.51409
H 1.99266 -0.72953 -1.15189
H 2.15347 0.79031 -1.76809
H 2.02996 0.63985 0.01802
*
```

Atom charges from the Mulliken analysis, given in e for atoms 1 to 6: C -0.66; C -0.37; C 0.70; C -0.66; C -1.10; O -0.68

---

(6)
The following is a quantum chemistry calculation of a structure of composition C5H5OSm in a non-equilibrium geometry, from OMol25.

Values from the calculation:
highest occupied orbital energy (alpha / beta): -11.530 / -11.528 eV
M: 231.45 g/mol
maximum force: 8.16 eV Å⁻¹
E_LUMO (alpha / beta): -5.774 / -5.722 eV

The geometry in ORCA input format:
```
! wB97M-V def2-TZVPD RIJCOSX def2/J DEFGRID3
* xyz 1 7
C -1.71545 -0.62460 -0.69874
C -2.12301 -1.62035 -1.49488
C -1.93759 0.50236 -1.60949
O -1.02733 1.38671 -1.67304
Sm 0.49285 0.83312 0.07298
H -2.27583 -2.28065 -0.49202
H -3.05328 -1.73181 -2.06351
H -2.93519 0.76979 -2.00782
C 2.70171 0.75570 1.69493
C 3.68009 0.69204 2.51340
H 4.35557 1.54634 2.66222
H 3.83746 -0.22864 3.09596
*
```

Atom charges from the Mulliken analysis, given in e for atoms 1 to 6: C -0.45; C -0.87; C 0.52; O -0.62; Sm 1.60; H 0.21

---

(7)
The following is a quantum chemistry calculation of a cluster of 2 separate species, C5H6 in total in a non-equilibrium geometry, from OMol25.

Values from the calculation:
highest occupied orbital energy: -9.818 eV
M: 66.10 g/mol
maximum force: 3.17 eV Å⁻¹
structure (SMILES): C=C=C.C#C
energy above the lowest of the compared OMol25 structures with the same formula, charge and spin: 83.9 kcal/mol
E_LUMO: 1.056 eV

The geometry in ORCA input format:
```
! wB97M-V def2-TZVPD RIJCOSX def2/J DEFGRID3
* xyz 0 1
C -1.35467 0.97447 -0.08045
C -1.58826 -1.62459 -0.05154
C 2.87489 0.76065 -0.28155
C 2.08674 0.27459 0.53186
C -1.52079 -0.33353 -0.05447
H -1.70307 1.69287 0.65656
H -0.54129 1.36989 -0.60458
H -0.72126 -2.00434 0.51644
H -2.23385 -2.25108 -0.66757
H 3.44210 1.35965 -0.97881
H 1.25946 -0.21859 1.01410
*
```

Atom charges from the Mulliken analysis, given in e for atoms 1 to 6: C -0.74; C -0.52; C -0.21; C -0.37; C 0.26; H 0.25

---

(8)
The following is a quantum chemistry calculation of the molecule C5H6 in a non-equilibrium geometry, from OMol25.

Values from the calculation:
highest occupied orbital energy: -8.642 eV
M: 66.10 g/mol
maximum force: 3.50 eV Å⁻¹
structure (SMILES): C=C=CC=C
energy above the lowest of the compared OMol25 structures with the same formula, charge and spin: 65.0 kcal/mol
E_LUMO: 1.163 eV

The geometry in ORCA input format:
```
! wB97M-V def2-TZVPD RIJCOSX def2/J DEFGRID3
* xyz 0 1
C -0.47286 -1.29867 -0.34403
C -0.92954 -0.67868 0.71139
C -0.74245 0.48452 1.28234
C 0.89433 0.72975 -0.55354
C 0.51498 -0.45357 -1.02122
H -0.74428 -2.26966 -0.71450
H -1.45162 1.28842 1.12723
H -0.21130 0.54119 2.22640
H 0.64378 1.17862 0.38299
H 1.60470 1.30119 -1.13483
H 0.89428 -0.82311 -1.96221
*
```

Atom charges from the Mulliken analysis, given in e for atoms 1 to 6: C -0.67; C 0.16; C -0.59; C -0.85; C 0.08; H 0.38

---

(9)
The following is a quantum chemistry calculation of a structure of composition C5H6AgO4 in a non-equilibrium geometry, from OMol25.

Values from the calculation:
highest occupied orbital energy: -4.401 eV
M: 237.97 g/mol
maximum force: 3.83 eV Å⁻¹
E_LUMO: 2.313 eV

The geometry in ORCA input format:
```
! wB97M-V def2-TZVPD RIJCOSX def2/J DEFGRID3
* xyz -1 1
O -0.87226 -1.28782 1.04613
O 0.56131 0.48789 0.98790
C 0.32669 1.80648 0.99620
C 0.63762 2.61375 2.01770
C -0.40120 -0.37752 0.24345
H -0.16867 2.20782 0.10151
H -1.17013 0.33814 -0.14047
H 0.54553 3.69258 1.89449
H 0.96538 2.22209 2.98246
Ag -0.96800 -3.38072 0.29142
O -0.22954 -1.45733 -3.27599
O -1.27323 -2.61340 -1.77998
C -0.49027 -1.65131 -2.06010
C 0.40695 -0.92850 -1.07384
H 0.93070 -0.08542 -1.54532
H 1.19913 -1.58674 -0.68559
*
```

Atom charges from the Mulliken analysis, given in e for atoms 1 to 6: O -0.87; O -0.35; C 0.12; C -0.81; C 0.50; H 0.28